The following is a DFT calculation (ωB97M-V/def2-TZVPD) of a molecular structure, C18H11Cl2FN2PdS.

Positions of all 36 atoms, in Å:
1 Pd -0.25 0.11 -0.23
2 Cl 2.43 0.09 -1.10
3 C 3.02 1.28 0.04
4 C 4.39 1.51 -0.01
5 C 4.98 2.41 0.84
6 C 4.18 3.09 1.76
7 C 2.82 2.84 1.81
8 Cl 1.90 3.73 2.98
9 C 2.17 1.93 0.95
10 S 0.43 1.79 1.12
11 H 4.98 0.96 -0.74
12 H 6.04 2.60 0.80
13 H 4.61 3.81 2.45
14 F -1.14 -3.75 4.30
15 C -0.93 -2.83 3.34
16 C -2.01 -2.39 2.59
17 C -1.79 -1.44 1.61
18 C -0.50 -0.95 1.37
19 C 0.56 -1.39 2.16
20 C 0.35 -2.34 3.15
21 H -2.99 -2.79 2.79
22 H -2.63 -1.08 1.03
23 H 1.55 -0.98 2.01
24 H 1.16 -2.71 3.77
25 N -1.85 -2.61 -6.26
26 C -2.07 -1.90 -5.39
27 C -2.35 -1.01 -4.30
28 C -3.56 -0.33 -4.22
29 C -3.78 0.52 -3.15
30 C -2.78 0.65 -2.20
31 N -1.62 0.00 -2.27
32 C -1.41 -0.82 -3.29
33 H -4.31 -0.46 -4.99
34 H -4.70 1.08 -3.05
35 H -2.90 1.31 -1.35
36 H -0.46 -1.33 -3.33

As for the energy relative to the best compared isomer or geometry (same formula, charge and spin): 59.19 kJ/mol. Its HOMO-LUMO gap is 6.9 eV. As for the highest occupied orbital energy: -7.8 eV. As for the net charge: 0. The LUMO energy is -0.83 eV. For the calculated total energy, the calculation gives -63901.0318 eV. The spin multiplicity is 1.